(1)
# C10H12BiN2O6

C10H12BiN2O6 as an isolated structure (the ωB97M-V functional and the def2-TZVPD basis, the OMol25 dataset).

The geometry in XYZ format:
```
31
Properties=species:S:1:pos:R:3:forces:R:3:mulliken_charge:R:1
O -1.0579 3.9928 -3.6948 2.5 -1.6 2.3 -0.018
C -0.3019 3.5074 -2.9926 -2.8 1.9 -2.7 0.142
Bi 1.2550 2.1919 -1.2955 -2.5 -2.0 0.6 1.775
O 4.2901 4.0655 -1.6381 -4.4 -1.3 -0.7 0.037
C 3.2118 3.6937 -1.7555 5.0 1.6 0.6 0.233
C 2.8174 1.0830 0.2401 1.8 -4.0 3.9 0.170
O 3.1484 0.2847 0.9988 -1.2 3.5 -3.2 0.034
C 2.1256 0.6341 -3.1206 2.1 -4.0 -2.3 0.134
O 2.5586 -0.2869 -3.6444 -1.7 3.5 1.8 0.023
C 0.6363 3.7381 0.6352 -0.6 1.8 4.7 0.140
O 0.4655 4.1239 1.6993 0.5 -1.3 -4.0 0.019
C -0.9995 0.8130 2.1258 0.0 0.4 0.2 -0.488
N -1.2044 -0.5312 1.6139 0.6 0.1 -1.1 -0.014
C -1.9779 -1.4437 2.4334 -0.5 -0.6 0.5 -1.119
C -0.6366 -0.7872 0.4094 -0.8 -1.6 0.9 0.507
O -0.0076 0.1749 -0.1325 2.1 3.0 -1.7 -0.409
N -0.6234 -1.9667 -0.2621 0.2 1.5 0.5 0.003
C -1.2478 -3.2290 0.0780 -0.4 -0.8 0.2 -0.973
C 0.1369 -1.9627 -1.4962 0.1 -0.2 -0.4 -0.715
H -1.4896 0.8896 3.1018 0.2 0.1 -0.3 0.312
H -1.4179 1.5692 1.4489 -0.2 -0.1 0.2 0.139
H 0.0681 1.0362 2.2463 -0.1 -0.1 0.2 0.129
H -2.8879 -1.7813 1.9189 0.3 0.1 0.2 0.421
H -1.3755 -2.2981 2.7698 -0.2 0.2 -0.1 0.426
H -2.2852 -0.8923 3.3231 0.0 -0.2 -0.1 0.315
H -1.9397 -3.5272 -0.7215 0.1 0.2 0.2 0.364
H -0.4819 -4.0125 0.1546 -0.2 0.2 0.1 0.377
H -1.7903 -3.1670 1.0175 0.2 -0.2 -0.4 0.312
H -0.2463 -1.2200 -2.2059 -0.1 -0.2 0.0 0.160
H 1.1928 -1.7319 -1.3167 0.0 -0.2 0.1 0.162
H 0.0649 -2.9603 -1.9382 0.1 0.3 0.0 0.401
```
Forces are in eV/Å.

net charge: +3
E_tot: -1162.53294 hartree
E_HOMO: -17.77 eV


(2)
# C4H6O2

C4H6O2 as an isolated structure (the ωB97M-V functional and the def2-TZVPD basis, the OMol25 dataset).

The geometry in XYZ format:
```
12
Properties=species:S:1:pos:R:3:forces:R:3:mulliken_charge:R:1
O -1.0332 1.9564 -0.4967 -0.1 0.0 0.2 -0.499
C -0.3305 0.9674 0.0429 0.1 -0.1 0.0 0.706
C 0.9319 0.3689 -0.5223 0.1 0.0 -0.1 -0.489
C 0.8061 -0.5215 0.7509 0.2 -0.3 0.2 0.330
O 1.4692 -1.4287 1.1843 -0.3 0.4 -0.2 -0.589
C -0.4221 0.1887 1.1476 0.0 0.0 0.0 -0.638
H -1.8020 2.1482 0.0599 0.1 0.0 -0.1 0.335
H -0.5595 -2.2718 -1.4271 0.0 0.0 0.0 0.052
H 1.8040 1.0290 -0.5520 -0.1 -0.1 0.0 0.252
H 0.8245 -0.1602 -1.4747 0.0 0.1 0.1 0.200
H -0.5765 -2.3880 -0.6929 0.0 0.0 -0.1 -0.045
H -1.1119 0.1116 1.9800 0.1 0.0 -0.1 0.384
```
Forces are in eV/Å.

E_tot: -306.41364 hartree
relative energy (zero: lowest compared OMol25 entry of this formula, charge and spin): 58.1 kcal per mole
E_HOMO: -9.51 eV


(3)
# C5H4I2

A single C5H4I2 molecule (the ωB97M-V functional and the def2-TZVPD basis, the OMol25 dataset).

The geometry in XYZ format:
```
11
Properties=species:S:1:pos:R:3:forces:R:3:mulliken_charge:R:1
C 0.1573 -1.5412 0.1181 -0.1 1.4 1.4 0.872
C 0.6701 -2.8257 0.2995 0.3 -0.9 1.1 -0.641
C -0.0987 -1.0408 -1.2408 -2.1 -1.3 -1.1 -0.560
C 1.3117 -1.6236 1.0419 0.2 -0.7 -3.8 -0.737
C -1.0950 -0.7426 -0.1765 -0.1 -0.2 0.1 -0.422
I 3.1791 -1.3229 -0.0508 -0.4 0.0 0.8 -0.007
I -3.0008 -1.5710 0.0498 -0.3 -0.5 -0.2 0.081
H 0.3914 -0.2389 -1.6321 1.7 2.3 -0.5 0.309
H -0.2460 -1.7822 -2.0472 -0.3 0.1 0.9 0.232
H 1.2669 -1.4922 2.0696 0.1 0.3 1.6 0.516
H -1.2437 0.2687 0.2347 1.0 -0.6 -0.3 0.357
```
Forces are in eV/Å.

E_tot: -788.08621 hartree
relative energy (zero: lowest compared OMol25 entry of this formula, charge and spin): 71.9 kcal per mole
E_HOMO: -9.09 eV


(4)
# C13H9AuN4O6S2

C13H9AuN4O6S2 as an isolated structure (the ωB97M-V functional and the def2-TZVPD basis, the OMol25 dataset).

The geometry in XYZ format:
```
35
Properties=species:S:1:pos:R:3:forces:R:3:mulliken_spin:R:1
Au 0.3215 0.1073 0.6501 0.5 0.0 0.2 -0.004
O 4.1730 2.0394 -0.4510 0.0 0.1 0.1 0.153
C 3.1084 1.5222 -0.6001 0.2 -0.2 -0.1 0.125
O 2.5221 0.5205 -0.9276 -0.1 0.0 0.0 0.151
C 1.6851 2.8748 -0.1352 -0.2 0.1 0.1 0.258
O 1.9973 3.9356 -0.5804 0.1 0.0 -0.1 0.186
O 0.7880 2.3479 0.5180 0.0 -0.1 -0.1 0.131
N -8.0341 -2.0544 -2.6181 0.0 0.1 0.0 0.000
C -6.9764 -1.5732 -1.8325 0.0 0.0 0.0 0.000
C -6.0620 -0.6634 -2.3607 0.0 0.0 0.0 0.000
C -5.0475 -0.1526 -1.5700 0.0 0.0 0.0 0.000
C -4.9278 -0.5522 -0.2462 0.0 0.0 -0.1 0.000
C -5.8334 -1.4532 0.2871 0.0 0.0 0.0 0.000
C -6.8564 -1.9571 -0.4991 0.0 0.0 0.0 0.000
S -3.6283 0.1289 0.7476 -0.1 0.2 0.0 0.001
O -3.8338 -0.3676 2.0905 0.0 0.1 0.0 0.000
O -3.6739 1.5499 0.5216 0.0 0.0 0.1 0.000
N -2.2292 -0.3734 0.1425 -0.1 -0.3 0.1 0.000
C -1.8941 -1.6631 0.2477 -0.3 0.1 0.0 0.000
N -0.5495 -1.8906 0.1580 -0.3 0.0 0.1 0.000
C -0.1046 -3.1236 0.3316 0.2 -0.1 -0.1 0.000
C -0.9529 -4.1905 0.5612 0.0 0.1 0.0 0.000
C -2.3064 -3.8773 0.5915 -0.1 0.0 0.0 0.000
N -2.7909 -2.6612 0.4323 0.2 -0.1 -0.1 0.000
H -7.8535 -2.0428 -3.6090 0.0 0.0 0.0 0.000
H -8.4031 -2.9421 -2.3178 0.0 0.0 0.0 0.000
H -6.1558 -0.3504 -3.3947 0.0 0.0 0.0 0.000
H -4.3417 0.5612 -1.9748 0.0 0.0 0.0 0.000
H -5.7159 -1.7589 1.3173 0.0 0.0 0.0 0.000
H -7.5700 -2.6585 -0.0801 0.0 0.0 0.0 0.000
H 0.9724 -3.2491 0.2819 0.0 0.0 0.0 0.000
H -0.5847 -5.1936 0.7097 0.0 0.0 0.0 0.000
H -3.0436 -4.6611 0.7528 0.0 0.0 0.0 0.000
S -0.0170 -0.1879 3.8796 -0.2 0.0 0.3 -0.001
C 0.8812 -0.2839 2.6473 0.0 0.2 -0.3 0.001
```
Forces are in eV/Å.

⟨S²⟩: 0.75
net charge: -1
E_tot: -2103.32972 hartree
spin multiplicity: 2
relative energy (zero: lowest compared OMol25 entry of this formula, charge and spin): 33.3 kcal per mole
E_HOMO (alpha / beta): -4.61 / -5.46 eV


(5)
# C20H36NO6SSiTi

C20H36NO6SSiTi as an isolated structure (the ωB97M-V functional and the def2-TZVPD basis, the OMol25 dataset).

The geometry in XYZ format:
```
66
Properties=species:S:1:pos:R:3:forces:R:3:mulliken_charge:R:1
Ti -0.1853 -0.9804 0.1186 -2.1 -1.7 0.1 0.173
C 2.8256 -1.8114 -0.4421 -0.1 -0.2 -0.1 -0.462
C 3.0696 -0.6750 -1.4542 -0.2 -0.1 0.0 -0.751
O 1.9681 -0.4869 -2.3067 0.1 0.1 0.0 -0.354
C 1.6965 -1.4863 -3.2666 0.0 0.0 0.1 -0.637
C 0.1963 -1.5111 -3.4247 0.0 -0.1 0.0 -0.842
O -0.4558 -2.1133 -2.2953 0.1 0.1 -0.1 0.535
C -0.7645 -3.4766 -2.5363 0.0 0.0 0.1 -0.718
C -1.6444 -4.0103 -1.4049 0.0 0.1 0.0 -0.937
O -2.3190 -2.9797 -0.7100 0.0 -0.1 0.0 -0.267
C -3.4700 -2.4405 -1.3396 0.0 -0.1 0.0 -0.649
C -3.1493 -1.2144 -2.1697 0.1 0.0 -0.1 -0.649
O -2.3272 -0.2860 -1.4701 0.0 0.1 0.2 -0.200
C -3.0246 0.7066 -0.7111 0.0 -0.1 -0.1 -0.742
C -3.1267 0.2825 0.7289 0.1 -0.2 0.1 -0.518
O -1.8130 -0.0873 1.1744 -0.2 0.1 0.2 -0.290
C -1.5499 -1.4092 1.6354 0.3 0.3 -0.4 -0.604
C 0.7950 -2.7518 0.7068 0.2 0.5 -0.4 -0.503
O 1.4187 -2.1008 -0.4091 0.7 0.2 0.0 -0.358
H 3.1548 -1.5298 0.5575 0.0 0.0 0.1 0.361
H 3.3364 -2.7287 -0.7290 0.0 -0.1 0.0 0.439
H 3.9835 -0.8806 -2.0174 0.1 0.0 0.0 0.430
H 3.1906 0.2720 -0.9351 0.0 0.1 0.0 0.269
H 2.0582 -2.4719 -2.9535 0.0 0.0 0.0 0.217
H 2.1695 -1.2308 -4.2189 0.0 0.0 -0.1 0.520
H -0.0794 -2.0581 -4.3290 0.0 0.0 0.0 0.480
H -0.1698 -0.4875 -3.5024 0.0 0.0 0.0 0.336
H 0.1472 -4.0780 -2.6036 0.0 0.0 0.0 0.209
H -1.2832 -3.5492 -3.4955 -0.1 0.0 -0.1 0.626
H -1.0471 -4.5271 -0.6603 0.0 0.0 0.1 0.292
H -2.3576 -4.7291 -1.8145 0.0 -0.1 0.0 0.468
H -4.1667 -2.1905 -0.5404 0.0 0.0 0.1 0.277
H -3.9536 -3.1890 -1.9748 0.0 0.0 0.0 0.531
H -4.0809 -0.7339 -2.4759 0.0 0.0 0.0 0.573
H -2.6057 -1.4936 -3.0681 0.0 0.0 0.0 0.135
H -4.0163 0.8938 -1.1257 0.0 0.0 0.0 0.544
H -2.4362 1.6146 -0.7744 0.1 0.1 -0.1 0.292
H -3.4874 1.1037 1.3463 0.0 0.0 0.1 0.412
H -3.7885 -0.5721 0.8618 0.0 0.0 0.0 0.297
H -2.3552 -2.1070 1.4401 0.0 0.0 -0.1 0.455
H -1.2264 -1.4036 2.6682 0.0 0.0 0.1 0.414
H 0.4711 -3.7505 0.4376 -0.1 0.0 -0.1 0.234
H 1.4443 -2.7711 1.5746 0.0 0.0 0.1 0.512
C -0.0153 4.9123 2.9180 -0.1 0.1 0.1 -1.075
Si 1.2147 4.1850 1.7209 0.0 0.0 0.0 0.126
C 2.9444 4.7546 2.1259 0.1 0.0 0.0 -1.084
C 0.7855 4.6920 -0.0139 0.0 -0.1 -0.1 -0.943
C 1.2110 2.3072 2.0677 0.0 0.0 -0.1 0.330
C 1.6224 1.9177 3.3283 0.0 0.0 0.0 -0.089
C 1.6516 0.5735 3.7274 0.1 0.1 0.1 -1.653
C 1.2553 -0.3704 2.8299 0.0 -0.1 0.0 -0.262
N 0.8676 -0.0396 1.5821 0.5 0.7 0.6 0.545
C 0.8280 1.2630 1.1961 0.2 -0.1 0.0 0.938
S 0.2699 1.4102 -0.4308 0.4 0.2 -0.2 -0.611
H 0.0275 6.0053 2.8945 0.0 -0.1 0.0 0.348
H 0.1801 4.5927 3.9458 0.0 0.0 -0.1 0.354
H -1.0343 4.6105 2.6595 0.0 0.0 0.0 0.304
H 3.0104 5.8456 2.0820 0.0 -0.1 0.0 0.341
H 3.6618 4.3455 1.4087 0.0 0.0 0.1 0.312
H 3.2554 4.4438 3.1271 0.0 0.0 -0.1 0.352
H 0.8969 5.7787 -0.0898 0.0 -0.1 0.0 0.362
H -0.2438 4.4333 -0.2711 0.1 0.0 0.0 0.283
H 1.4447 4.2274 -0.7510 -0.1 0.1 0.0 0.317
H 1.9287 2.6786 4.0422 0.0 -0.1 0.0 0.333
H 1.9686 0.2804 4.7185 0.0 0.0 0.0 0.438
H 1.2273 -1.4174 3.0906 0.0 -0.1 0.0 0.484
```
Forces are in eV/Å.

net charge: +1
E_tot: -2826.77180 hartree
E_HOMO: -10.43 eV


One value per record, in order, for max |F|: 5.9, 0.5, 3.9, 0.6, 2.7 eV Å⁻¹.